11
Properties=species:S:1:pos:R:3:forces:R:3:mulliken_charge:R:1 method="wB97M-V/def2-TZVPD" homo_energy_ev="-16.161 / -14.833" spin_multiplicity=2 homo_lumo_gap_ev="10.756 / 5.374" s2=0.77 total_charge=+1
N 0.8418 -1.5740 0.3398 -1.530 2.300 -2.403 -0.346
C 0.8508 -0.0741 -0.0160 4.405 1.594 3.575 -0.520
C -1.3447 1.0225 -0.4436 -1.308 -2.891 -0.400 -0.450
C -0.2354 0.8379 0.3337 -1.885 -0.579 1.781 0.047
H 1.2631 -1.9650 -0.5209 -0.471 -0.698 0.804 0.320
H -0.1545 -1.8288 0.4320 0.623 -0.723 0.051 0.307
H 1.2609 0.2297 -0.9963 -0.257 -0.870 -0.112 0.426
H 1.6939 0.3061 0.7361 -1.258 -0.689 -1.857 0.274
H -2.1419 1.6899 -0.1744 0.046 0.733 -0.208 0.340
H -1.6812 0.1287 -1.0873 0.837 1.804 0.251 0.280
H -0.3529 1.2272 1.3968 0.801 0.018 -1.483 0.323

---

13
Properties=species:S:1:pos:R:3:forces:R:3:mulliken_charge:R:1 method="wB97M-V/def2-TZVPD" homo_energy_ev="-16.241 / -16.148" homo_lumo_gap_ev="9.457 / 8.224" total_charge=+1
C -1.6347 0.1903 0.0816 -1.401 -1.488 -1.275 0.083
C 0.7160 0.6228 -0.9468 1.253 0.353 -2.449 -0.289
C 0.8413 1.0185 0.4590 -0.435 0.129 -0.302 -0.336
N 0.5863 -1.8453 0.3221 0.503 2.893 -0.426 -0.305
N -0.2167 0.1554 -0.0007 1.486 -4.069 1.314 0.080
O -2.2257 -0.4819 -0.7135 0.116 0.742 0.547 -0.331
H -2.1114 0.7270 0.8974 0.275 0.402 0.305 0.400
H 0.3959 1.3174 -1.7116 -0.477 0.342 0.285 0.278
H 1.3579 -0.1096 -1.4400 -0.039 -0.072 0.756 0.223
H 1.6023 0.8305 1.1783 0.427 -1.001 0.258 0.280
H 0.2850 1.8596 0.6722 -0.329 2.616 0.588 0.330
H 0.4122 -1.7548 1.3125 -0.347 -0.459 0.572 0.305
H -0.0083 -2.5297 -0.1105 -1.035 -0.387 -0.173 0.282

---

So what do the calculations give for ΔE to the lowest compared entry with this formula, charge and spin? Going down the list: 83.4; 153.1 kcal per mole.